(1)
C38H45BF3N10O3RbSSe2Si | ωB97M-V/def2-TZVPD

Each line ends with the Löwdin charge.
Geometry (Å):
Rb  0.12  -0.54  -0.07  0.66
C  -4.91  -0.46  3.56  -0.43
Se  -3.01  -0.56  3.18  0.90
C  -3.08  0.61  1.62  -0.58
C  -3.93  0.06  0.48  -0.56
Se  -3.28  0.54  -1.30  0.94
C  -3.52  2.46  -1.03  -0.41
H  -5.22  0.57  3.77  0.01
H  -5.11  -1.08  4.44  0.00
H  -5.49  -0.85  2.72  0.01
H  -2.04  0.76  1.32  0.01
H  -3.46  1.58  1.96  0.04
H  -4.96  0.40  0.56  0.06
H  -3.93  -1.03  0.47  0.03
H  -4.56  2.69  -0.77  0.01
H  -3.29  2.94  -1.99  0.01
H  -2.84  2.85  -0.28  -0.02
C  3.78  -0.98  3.98  -0.09
C  3.73  0.34  4.40  -0.09
C  2.58  1.09  4.25  -0.04
C  1.47  0.48  3.65  -0.25
C  1.51  -0.83  3.22  -0.03
C  2.67  -1.57  3.40  -0.06
N  0.28  1.21  3.37  0.11
N  -0.04  2.06  4.20  0.09
C  -1.20  2.80  3.76  -0.33
C  -2.27  2.91  4.64  -0.03
C  -3.39  3.59  4.21  -0.08
C  -3.38  4.17  2.94  -0.08
C  -2.24  4.03  2.17  -0.15
N  -1.16  3.35  2.56  0.14
H  4.70  -1.55  4.09  0.10
H  4.61  0.81  4.83  0.09
H  2.52  2.13  4.54  0.10
H  0.66  -1.32  2.74  0.02
H  2.68  -2.59  3.04  0.09
H  -2.22  2.43  5.61  0.11
H  -4.26  3.67  4.84  0.10
H  -4.23  4.70  2.56  0.10
H  -2.18  4.47  1.18  0.10
B  -3.14  -2.08  -3.97  -0.48
N  -1.63  -1.74  -4.15  -0.10
C  -0.65  -2.63  -4.35  -0.12
C  0.57  -1.98  -4.21  -0.08
C  0.20  -0.67  -3.91  -0.20
N  -1.12  -0.52  -3.87  0.05
N  -3.29  -2.85  -2.62  -0.10
C  -3.81  -4.08  -2.44  -0.14
C  -3.66  -4.43  -1.12  -0.09
C  -2.99  -3.34  -0.55  -0.18
N  -2.79  -2.39  -1.46  0.01
H  -3.48  -2.86  -4.85  0.05
H  -3.78  -1.06  -3.99  0.03
H  -0.89  -3.66  -4.56  0.11
H  1.56  -2.40  -4.27  0.08
H  0.84  0.18  -3.68  0.08
H  -4.24  -4.60  -3.29  0.10
H  -3.94  -5.36  -0.64  0.07
H  -2.62  -3.20  0.45  0.06
C  1.22  4.32  -0.99  -0.04
C  0.53  3.30  -0.34  -0.15
N  -0.18  2.38  -0.99  0.05
C  -0.20  2.44  -2.32  -0.11
C  0.48  3.39  -3.07  -0.20
C  1.19  4.37  -2.37  -0.03
C  0.38  3.35  -4.54  -0.03
C  1.28  3.69  -5.46  -0.03
C  2.69  4.09  -5.23  -0.28
C  3.49  3.48  -4.28  0.00
C  4.79  3.92  -4.18  -0.11
N  5.30  4.88  -4.96  0.06
C  4.45  5.37  -5.86  -0.24
N  3.18  5.04  -6.05  0.11
H  1.77  5.04  -0.41  0.10
H  0.54  3.21  0.74  0.09
H  -0.79  1.67  -2.83  0.08
H  1.71  5.15  -2.90  0.12
H  -0.58  2.99  -4.91  0.12
H  0.99  3.66  -6.50  0.10
H  3.12  2.71  -3.62  0.09
H  5.46  3.49  -3.44  0.11
H  4.84  6.14  -6.52  0.09
C  1.52  -5.53  4.39  -0.20
Si  1.13  -5.55  2.54  0.35
C  0.09  -7.09  2.20  -0.21
C  2.77  -5.78  1.64  -0.20
C  0.30  -4.05  2.03  -0.33
C  -0.25  -3.01  1.65  -0.22
H  2.01  -6.46  4.71  0.01
H  0.60  -5.41  4.96  0.02
H  2.17  -4.69  4.63  0.01
H  0.60  -8.00  2.51  0.01
H  -0.14  -7.16  1.14  0.02
H  -0.86  -7.03  2.74  0.02
H  3.29  -6.68  1.98  0.02
H  3.42  -4.92  1.80  0.02
H  2.60  -5.86  0.56  0.02
F  5.50  1.03  0.26  0.11
C  4.77  0.03  -0.27  -0.66
F  4.73  -0.96  0.62  0.13
F  5.43  -0.42  -1.35  0.11
S  3.08  0.62  -0.72  0.41
O  2.43  -0.56  -1.24  -0.47
O  3.35  1.66  -1.68  -0.30
O  2.54  1.07  0.55  -0.36

Output
**Total charge**: -2
**HOMO-LUMO gap**: 6.79 eV
**E**: -220071.10097 eV

(2)
C38H45BaN4O3SSb2 | ωB97M-V/def2-TZVPD

Each line ends with the Löwdin charge.
Geometry (Å):
Ba  -0.26  -0.74  -0.36  1.73
C  1.17  0.91  -0.62  -0.83
C  0.97  0.87  0.93  -0.58
C  0.66  2.35  1.28  -0.26
Sb  -1.00  2.22  -0.26  1.68
C  -1.93  0.35  -1.31  -0.74
C  -3.28  0.03  -1.23  -0.13
C  -4.02  -0.28  -2.37  -0.06
C  -3.41  -0.35  -3.61  -0.07
C  -2.05  -0.12  -3.71  -0.07
C  -1.30  0.23  -2.59  -0.31
C  -0.28  3.13  -2.09  -0.32
C  0.68  4.13  -1.92  -0.15
C  0.70  5.30  -2.65  -0.07
C  -0.30  5.54  -3.58  -0.05
C  -1.24  4.55  -3.83  -0.06
C  -1.22  3.38  -3.09  -0.12
Sb  2.49  -0.59  -1.54  1.49
C  2.02  0.05  -3.52  -0.40
C  1.61  -0.91  -4.44  -0.13
C  1.22  -0.53  -5.72  -0.08
C  1.17  0.81  -6.06  -0.06
C  1.55  1.78  -5.13  -0.05
C  2.00  1.40  -3.88  -0.13
C  4.13  0.83  -1.53  -0.38
C  4.26  1.71  -0.46  -0.14
C  5.05  2.85  -0.58  -0.07
C  5.73  3.10  -1.76  -0.07
C  5.65  2.19  -2.81  -0.07
C  4.85  1.06  -2.69  -0.14
H  1.66  1.86  -0.87  0.05
H  0.35  0.77  -1.35  -0.13
H  1.84  0.52  1.49  0.12
H  0.01  0.43  1.25  -0.04
H  1.39  3.06  0.90  0.05
H  0.44  2.53  2.33  0.07
H  -3.77  0.02  -0.26  0.11
H  -5.09  -0.43  -2.29  0.12
H  -4.01  -0.52  -4.49  0.11
H  -1.58  -0.11  -4.68  0.11
H  -0.37  0.74  -2.88  0.07
H  1.44  4.02  -1.15  0.10
H  1.44  6.06  -2.43  0.11
H  -0.36  6.49  -4.10  0.11
H  -2.02  4.70  -4.56  0.11
H  -2.01  2.66  -3.27  0.10
H  1.60  -1.95  -4.16  0.08
H  0.93  -1.29  -6.44  0.11
H  0.83  1.11  -7.04  0.11
H  1.49  2.83  -5.38  0.12
H  2.31  2.17  -3.18  0.10
H  3.73  1.55  0.47  0.09
H  5.11  3.55  0.24  0.11
H  6.31  4.01  -1.87  0.11
H  6.19  2.37  -3.73  0.11
H  4.76  0.39  -3.54  0.11
N  -2.51  2.32  5.23  0.11
C  -2.86  3.02  4.10  -0.33
C  -3.58  2.43  3.07  -0.04
C  -3.77  3.08  1.86  -0.09
C  -3.17  4.30  1.61  -0.29
C  -2.47  4.90  2.65  -0.06
C  -2.38  4.32  3.90  -0.02
S  -2.55  4.69  0.01  0.50
O  -1.08  4.67  0.19  -0.38
O  -3.16  5.88  -0.47  -0.25
O  -2.87  3.47  -0.84  -0.45
H  -2.28  2.84  6.06  0.10
H  -3.00  1.45  5.40  0.09
H  -4.01  1.44  3.21  0.11
H  -4.37  2.62  1.09  0.12
H  -1.95  5.84  2.48  0.12
H  -1.86  4.83  4.70  0.12
C  0.69  -5.17  1.00  -0.07
N  1.37  -5.04  -0.29  -0.14
C  2.66  -4.41  -0.04  -0.09
C  0.68  -4.48  -1.36  -0.45
N  1.29  -3.60  -2.09  0.08
N  -0.53  -5.04  -1.78  -0.13
C  -1.36  -4.07  -2.51  -0.06
C  -1.34  -5.89  -0.93  -0.08
H  0.43  -4.19  1.43  0.09
H  1.38  -5.67  1.68  0.10
H  -0.20  -5.77  0.96  0.05
H  3.19  -5.01  0.69  0.09
H  2.55  -3.38  0.35  0.06
H  3.24  -4.35  -0.95  0.08
H  0.76  -3.42  -2.93  0.01
H  -1.51  -3.17  -1.89  0.07
H  -2.32  -4.52  -2.72  0.09
H  -0.93  -3.77  -3.46  0.08
H  -0.76  -6.75  -0.59  0.10
H  -2.15  -6.29  -1.55  0.09
H  -1.80  -5.38  -0.08  0.09

Output
**Energy relative to the best compared isomer or geometry (same formula, charge and spin)**: 275.45 kcal per mole
**Total charge**: +1
**HOMO-LUMO gap**: 6.16 eV
**E**: -76825.83810 eV

(3)
C38H45BaN4O3SSb2 | ωB97M-V/def2-TZVPD

Each line ends with the Löwdin charge.
Geometry (Å):
Ba  0.93  0.07  0.58  1.68
C  -1.20  -0.70  1.51  -0.57
C  -0.08  -1.33  2.42  -0.43
C  0.51  -2.53  1.51  -0.35
Sb  0.30  -2.51  -0.86  1.44
C  -1.00  -0.60  -1.52  -0.38
C  -0.61  0.79  -1.58  -0.32
C  -1.48  1.76  -2.02  -0.06
C  -2.79  1.42  -2.38  -0.01
C  -3.18  0.11  -2.32  -0.03
C  -2.29  -0.89  -1.89  -0.12
C  -1.38  -3.87  -0.98  -0.43
C  -2.25  -4.13  0.07  -0.13
C  -3.36  -4.94  -0.13  -0.07
C  -3.60  -5.49  -1.38  -0.06
C  -2.73  -5.24  -2.43  -0.06
C  -1.62  -4.43  -2.23  -0.15
Sb  -1.60  1.55  1.63  1.50
C  -3.76  1.52  1.52  -0.37
C  -4.35  2.77  1.44  -0.12
C  -5.73  2.88  1.46  -0.06
C  -6.52  1.74  1.54  -0.06
C  -5.92  0.49  1.60  -0.08
C  -4.54  0.37  1.59  -0.14
C  -1.43  1.48  3.74  -0.42
C  -0.18  1.88  4.22  -0.18
C  0.18  1.70  5.55  -0.08
C  -0.72  1.11  6.42  -0.07
C  -1.97  0.72  5.96  -0.07
C  -2.32  0.90  4.63  -0.11
H  -2.12  -1.28  1.60  0.07
H  -0.89  -0.77  0.45  -0.17
H  -0.55  -1.65  3.35  0.12
H  0.69  -0.57  2.73  0.02
H  -0.14  -3.37  1.74  0.04
H  1.53  -2.82  1.74  0.02
H  0.44  1.10  -1.44  0.00
H  -1.17  2.78  -2.07  0.06
H  -3.42  2.23  -2.73  0.12
H  -4.18  -0.17  -2.60  0.12
H  -2.67  -1.91  -1.86  0.09
H  -2.08  -3.72  1.06  0.08
H  -4.03  -5.14  0.69  0.11
H  -4.47  -6.12  -1.53  0.11
H  -2.91  -5.66  -3.41  0.11
H  -0.96  -4.24  -3.07  0.10
H  -3.76  3.68  1.34  0.11
H  -6.19  3.86  1.39  0.12
H  -7.60  1.82  1.54  0.11
H  -6.54  -0.40  1.65  0.11
H  -4.09  -0.61  1.61  0.08
H  0.53  2.39  3.56  0.08
H  1.14  2.04  5.91  0.11
H  -0.46  0.97  7.46  0.11
H  -2.68  0.27  6.65  0.11
H  -3.31  0.59  4.30  0.10
N  3.56  2.26  -2.96  0.10
C  2.37  2.98  -2.94  -0.35
C  1.89  3.60  -1.78  -0.07
C  0.73  4.35  -1.82  -0.09
C  -0.02  4.49  -2.97  -0.29
C  0.47  3.89  -4.13  -0.04
C  1.65  3.16  -4.12  -0.03
S  -1.69  5.14  -2.87  0.42
O  -1.69  6.49  -3.36  -0.32
O  -1.98  4.99  -1.43  -0.38
O  -2.43  4.18  -3.69  -0.36
H  3.72  1.65  -3.74  0.08
H  3.96  1.92  -2.10  0.07
H  2.43  3.54  -0.84  0.10
H  0.37  4.83  -0.92  0.11
H  -0.09  3.98  -5.04  0.12
H  2.02  2.73  -5.04  0.11
C  6.06  -2.04  -2.16  -0.04
N  4.87  -1.47  -1.53  -0.17
C  3.74  -1.39  -2.42  -0.10
C  4.58  -1.79  -0.22  -0.45
N  3.36  -2.15  0.07  0.05
N  5.63  -1.73  0.67  -0.16
C  5.36  -2.12  2.03  -0.07
C  6.58  -0.63  0.56  -0.04
H  5.78  -2.94  -2.73  0.10
H  6.79  -2.33  -1.41  0.08
H  6.51  -1.32  -2.84  0.10
H  4.06  -0.97  -3.37  0.09
H  2.98  -0.74  -1.99  0.04
H  3.26  -2.36  -2.59  0.08
H  3.31  -2.33  1.07  -0.01
H  4.97  -3.14  2.08  0.10
H  4.66  -1.45  2.55  0.09
H  6.30  -2.11  2.59  0.10
H  6.79  -0.38  -0.47  0.07
H  7.52  -0.92  1.05  0.10
H  6.21  0.27  1.07  0.10

Output
**Energy relative to the best compared isomer or geometry (same formula, charge and spin)**: 145.44 kcal per mole
**Total charge**: +1
**HOMO-LUMO gap**: 5.69 eV
**E**: -76831.47580 eV

(4)
C38H46BFeN6O2P | ωB97M-V/def2-TZVPD

Each line ends with the Mulliken spin population.
Geometry (Å):
Fe  -0.81  0.09  0.01  3.52
C  4.51  2.48  -0.03  0.00
C  3.79  1.17  -0.02  0.00
C  4.35  -0.09  -0.02  0.01
C  3.25  -0.97  0.00  0.02
N  2.10  -0.30  0.01  0.00
N  2.45  1.02  0.00  0.05
B  1.45  2.20  0.01  -0.09
N  0.62  2.19  1.31  0.04
N  -0.16  1.15  1.67  -0.08
C  -0.64  1.42  2.89  0.04
C  -0.16  2.66  3.31  0.02
C  0.61  3.13  2.27  0.01
C  1.34  4.43  2.17  0.00
C  -1.54  0.52  3.63  0.00
C  -2.46  -0.30  2.98  0.06
C  -3.30  -1.14  3.71  0.01
C  -3.23  -1.17  5.09  0.00
C  -2.32  -0.34  5.75  0.00
C  -1.49  0.49  5.02  0.00
N  0.61  2.19  -1.29  0.04
N  -0.16  1.14  -1.65  -0.06
C  -0.65  1.41  -2.87  0.04
C  -0.20  2.67  -3.28  0.02
C  0.58  3.14  -2.25  0.01
C  1.30  4.44  -2.14  0.00
C  -1.54  0.50  -3.61  0.00
C  -1.51  0.51  -5.00  0.00
C  -2.33  -0.34  -5.73  0.00
C  -3.19  -1.21  -5.08  0.00
C  -3.23  -1.22  -3.70  0.01
C  -2.41  -0.37  -2.97  0.07
C  3.37  -2.45  0.02  0.01
C  2.25  -3.27  0.12  -0.02
C  2.37  -4.65  0.16  0.00
C  3.62  -5.24  0.09  0.00
C  4.74  -4.44  -0.01  0.00
C  4.62  -3.06  -0.04  0.00
H  5.58  2.29  -0.04  0.00
H  4.25  3.07  -0.91  0.00
H  4.27  3.08  0.85  0.00
H  5.40  -0.32  -0.02  0.00
H  2.09  3.20  0.00  0.00
H  -0.39  3.17  4.23  0.00
H  1.20  4.99  3.09  0.00
H  2.41  4.28  2.02  0.00
H  0.97  5.02  1.34  0.00
H  -2.56  -0.25  1.91  -0.03
H  -4.02  -1.76  3.19  0.00
H  -3.88  -1.82  5.66  0.00
H  -2.26  -0.35  6.83  0.00
H  -0.77  1.12  5.54  0.00
H  -0.43  3.18  -4.20  0.00
H  1.14  5.01  -3.05  0.00
H  0.92  5.03  -1.30  0.00
H  2.37  4.31  -2.00  0.00
H  -0.83  1.17  -5.52  0.00
H  -2.29  -0.32  -6.81  0.00
H  -3.83  -1.87  -5.65  0.00
H  -3.92  -1.88  -3.18  0.00
H  -2.49  -0.35  -1.89  -0.03
H  1.29  -2.79  0.16  -0.01
H  1.48  -5.27  0.24  0.00
H  3.71  -6.32  0.12  0.00
H  5.73  -4.89  -0.06  0.00
H  5.51  -2.46  -0.12  0.00
C  -3.31  -4.39  0.01  0.00
C  -3.09  -2.88  -0.01  0.01
P  -1.33  -2.36  0.03  0.10
C  -0.69  -3.24  -1.48  -0.02
C  0.27  -2.45  -2.38  0.02
C  -0.77  -3.22  1.58  -0.02
C  0.18  -2.45  2.51  0.03
H  -4.38  -4.61  -0.03  0.00
H  -2.91  -4.85  0.91  0.00
H  -2.85  -4.88  -0.85  0.00
H  -3.58  -2.41  0.84  0.00
H  -3.53  -2.44  -0.91  0.00
H  -1.59  -3.48  -2.05  0.00
H  -0.25  -4.20  -1.19  0.00
H  0.07  -1.38  -2.36  0.03
H  0.15  -2.78  -3.41  0.00
H  1.31  -2.59  -2.10  0.01
H  -0.37  -4.20  1.33  0.00
H  -1.71  -3.40  2.11  0.00
H  1.21  -2.80  2.41  0.00
H  -0.11  -2.59  3.55  0.00
H  0.19  -1.38  2.32  0.02
C  -4.61  0.21  -0.06  0.03
O  -3.97  1.47  -0.03  0.01
C  -2.56  1.49  0.00  0.12
O  -2.13  2.62  0.01  0.02
H  -5.68  0.40  -0.13  0.00
H  -4.43  -0.36  0.85  -0.01
H  -4.31  -0.38  -0.93  -0.01

Output
**Energy relative to the best compared isomer or geometry (same formula, charge and spin)**: 0.00 kcal per mole
**HOMO-LUMO gap (spin up / spin down)**: 7.62 / 7.84 eV
**E**: -97543.85963 eV
**Spin multiplicity**: 5

(5)
C38H46BaClF6Ge3N2O4S2 | ωB97M-V/def2-TZVPD

Each line ends with the Mulliken spin population.
Geometry (Å):
Ba  0.27  -0.02  1.61  0.00
C  1.56  -2.04  3.74  0.00
C  1.65  -2.45  2.40  0.00
C  0.43  -3.05  2.04  0.00
C  -0.43  -3.00  3.16  0.00
C  0.28  -2.39  4.22  0.00
H  2.33  -1.53  4.31  0.00
H  2.51  -2.34  1.75  0.00
H  0.20  -3.50  1.09  0.00
H  -1.44  -3.38  3.21  0.00
H  -0.10  -2.20  5.21  0.00
C  -2.92  3.08  -1.81  0.00
C  -3.06  1.71  -1.86  0.01
C  -2.22  0.93  -1.08  0.00
N  -1.30  1.44  -0.27  -0.01
C  -1.17  2.77  -0.22  0.00
C  -1.95  3.63  -0.98  0.01
H  -3.54  3.73  -2.42  0.00
H  -3.78  1.24  -2.51  0.00
H  -2.27  -0.16  -1.13  -0.01
H  -0.42  3.16  0.45  0.00
H  -1.80  4.69  -0.90  0.00
C  0.74  -3.74  -1.78  0.00
Ge  -1.15  -3.39  -1.92  0.00
C  -0.26  -0.08  -3.44  0.00
C  -1.90  -3.75  -3.69  0.00
C  -2.23  -2.80  -0.63  -0.01
H  1.23  -3.31  -2.65  0.00
H  0.94  -4.81  -1.73  0.00
H  1.14  -3.25  -0.89  0.00
H  -0.46  -1.07  -3.85  0.00
H  -0.39  -0.11  -2.35  0.00
H  -0.99  0.62  -3.88  0.00
H  -1.38  -3.16  -4.44  0.00
H  -2.96  -3.50  -3.70  0.00
H  -1.77  -4.80  -3.94  0.00
H  -1.91  -2.71  0.40  0.01
H  -3.29  -2.66  -0.84  0.00
Cl  -10.02  0.14  0.72  0.02
C  -8.30  0.08  0.89  0.21
C  -7.64  1.14  1.51  -0.10
C  -6.28  1.08  1.64  0.18
C  -5.53  -0.01  1.15  0.08
C  -4.14  -0.05  1.27  0.20
C  -6.24  -1.06  0.53  0.18
C  -7.61  -1.02  0.40  -0.10
H  -8.20  1.98  1.89  0.00
H  -5.75  1.90  2.12  0.01
H  -3.58  -0.88  0.86  0.18
H  -3.60  0.77  1.72  0.10
H  -5.69  -1.91  0.15  0.02
H  -8.14  -1.82  -0.08  0.00
F  -1.05  0.28  6.00  0.00
C  -1.75  0.59  4.92  0.00
F  -1.78  -0.45  4.09  0.00
F  -3.00  0.87  5.28  0.00
S  -0.98  1.98  4.00  0.00
O  0.44  1.71  3.89  0.00
O  -1.66  1.93  2.72  0.01
N  -1.38  3.16  4.93  0.00
S  -0.75  4.60  4.77  0.00
O  -0.36  4.90  3.42  0.00
O  -1.54  5.53  5.50  0.00
C  0.86  4.50  5.73  0.00
F  0.98  5.57  6.51  0.00
F  1.90  4.46  4.90  0.00
F  0.90  3.42  6.51  0.00
C  5.20  -1.13  1.12  0.00
Ge  4.50  -1.64  -0.68  0.00
C  4.19  -3.60  -0.55  0.00
C  6.05  -1.48  -1.90  0.00
Ge  2.46  -0.38  -1.18  0.00
C  2.21  -0.61  -3.12  0.00
C  2.75  -1.66  -3.81  0.00
C  2.58  -1.89  -5.20  0.00
C  1.97  -0.84  -5.93  0.00
C  1.41  0.25  -5.33  0.00
C  1.20  0.30  -3.82  0.00
C  3.13  1.53  -1.03  0.00
C  2.18  2.55  -1.10  0.00
C  2.51  3.90  -0.95  0.00
C  3.83  4.26  -0.71  0.00
C  4.80  3.27  -0.62  0.00
C  4.45  1.93  -0.79  0.00
H  5.45  -2.02  1.70  0.00
H  4.46  -0.55  1.68  0.00
H  6.09  -0.51  1.02  0.00
H  5.07  -4.09  -0.11  0.00
H  4.01  -4.03  -1.54  0.00
H  3.33  -3.82  0.08  0.00
H  6.98  -1.76  -1.39  0.00
H  6.15  -0.45  -2.27  0.00
H  5.92  -2.12  -2.77  0.00
H  3.40  -2.36  -3.27  0.00
H  3.08  -2.71  -5.70  0.00
H  2.00  -0.88  -7.02  0.00
H  0.99  1.06  -5.93  0.00
H  1.33  1.34  -3.47  0.00
H  1.14  2.28  -1.28  0.00
H  1.74  4.66  -1.02  0.00
H  4.09  5.31  -0.58  0.00
H  5.83  3.54  -0.43  0.00
H  5.24  1.19  -0.74  0.00

Output
**Energy relative to the best compared isomer or geometry (same formula, charge and spin)**: 87.20 kcal per mole
**Total charge**: -2
**HOMO-LUMO gap (spin up / spin down)**: 2.98 / 2.27 eV
**E**: -272059.31209 eV
**Spin multiplicity**: 2